(1)
10
Properties=species:S:1:pos:R:3:lowdin_charge:R:1 method="wB97M-V/def2-TZVPD" lumo_ev=0.7 charge=0 homo_lumo_gap_ev=10.447 energy_ha=-284.45568 homo_energy_ev=-9.7505 de_lowest_kj_mol=30.7 smiles="NC(=O)CO"
N -0.6703 -0.0065 1.2886 0.160
C -0.0629 0.7602 0.3392 -0.534
O 0.1871 1.9440 0.4809 0.043
C 0.3079 0.0320 -0.9518 -0.177
O 0.3045 -1.3787 -0.8594 -0.064
H -1.0120 0.4732 2.1099 0.112
H -1.0489 -0.9130 1.0515 0.100
H -0.4255 0.3019 -1.7198 0.132
H 1.2755 0.4393 -1.2688 0.129
H 1.1448 -1.6525 -0.4702 0.098


(2)
19
Properties=species:S:1:pos:R:3:lowdin_charge:R:1 method="wB97M-V/def2-TZVPD" lumo_ev="-0.5 / -0.2" charge=0 homo_lumo_gap_ev="7.190 / 7.604" energy_ha=-348.62601 homo_energy_ev="-7.6989 / -7.7727" de_lowest_kj_mol=658.6
C -1.6375 0.9207 -0.1431 -0.103
C -0.8391 1.9212 -0.0932 -0.011
C -2.4039 -0.1593 -0.1524 -0.094
C -3.3543 -1.0212 -0.0681 0.006
C 0.6508 1.7249 0.0243 -0.160
C 0.6437 -0.5744 1.1796 -0.119
C -0.0746 -0.9087 0.0241 0.036
C 0.9302 0.2205 -0.0790 -0.432
C 2.2755 -0.1697 -0.6701 -0.027
H -3.1586 -1.9577 -0.4753 0.036
H -4.4415 -0.8089 0.0273 0.084
H 1.0638 2.2846 -0.8831 0.127
H 1.0126 2.0867 0.9975 0.116
H 0.2505 -0.0137 2.0484 0.134
H 1.5013 -1.1527 1.6063 0.123
H -0.1898 -1.5369 -0.7377 0.069
H 3.0407 -0.3467 0.0071 0.056
H 2.5303 0.5965 -1.3576 0.063
H 2.1998 -1.1051 -1.2552 0.095


(3)
23
Properties=species:S:1:pos:R:3:lowdin_charge:R:1 method="wB97M-V/def2-TZVPD" lumo_ev=1.0 charge=0 homo_lumo_gap_ev=9.961 energy_ha=-351.29426 homo_energy_ev=-8.9553 de_lowest_kj_mol=94.4 smiles=Cc1ccccc1.CC
C 2.6291 0.2557 1.9340 -0.059
C 1.9455 0.4127 0.5928 -0.288
C 1.1448 1.5126 0.3558 -0.072
C 0.2920 1.5220 -0.7340 -0.097
C 0.5002 0.5811 -1.7660 -0.106
C 1.5032 -0.3769 -1.6365 -0.090
C 2.1610 -0.5211 -0.4212 -0.052
H 1.7628 0.2211 2.6074 0.082
H 3.3749 0.9767 2.2700 0.077
H 3.1261 -0.6968 2.1418 0.072
H 1.3978 2.4163 0.9062 0.120
H -0.5223 2.2351 -0.7394 0.101
H -0.2170 0.5400 -2.5703 0.098
H 1.7863 -1.0497 -2.4346 0.100
H 2.9256 -1.2741 -0.2902 0.107
C -2.6347 -0.4384 -0.5419 -0.177
C -3.3366 -1.3140 0.4970 -0.161
H -2.9034 -0.7898 -1.5376 0.064
H -2.7296 0.6483 -0.4821 0.062
H -1.5413 -0.4541 -0.4580 0.037
H -3.2560 -0.8121 1.4665 0.061
H -2.9991 -2.3417 0.5328 0.061
H -4.4095 -1.2530 0.3076 0.058